(1)
Computed, not measured: an isolated molecule of C4H8N2, with the ωB97M-V functional and the def2-TZVPD basis.

E_LUMO (alpha / beta) in eV: 0.3 / 0.1
Energy relative to the best compared isomer or geometry (same formula, charge and spin) in kJ/mol: 335.21
2S+1: 1
Gap between HOMO and LUMO (alpha / beta) in eV: 7.92 / 6.61
Net charge: 0
HOMO level (alpha / beta) in Ha: -0.281 / -0.239

Last column: Mulliken charge in e.
Element x y z (Å)
C -0.276 1.289 0.558  -0.99
N -0.354 -0.015 -0.092  0.05
C -1.572 -0.787 0.114  -0.89
C 0.687 -0.529 -0.699  -0.01
C 2.116 -0.147 -0.532  -0.09
N 2.506 0.575 0.420  -0.68
H -1.112 1.396 1.251  0.36
H -0.318 2.083 -0.195  0.25
H 0.715 1.334 1.042  0.47
H -1.664 -1.029 1.179  0.36
H -1.525 -1.716 -0.458  0.28
H -2.448 -0.211 -0.196  0.33
H 0.492 -1.492 -1.178  0.27
H 2.754 -0.751 -1.215  0.30

---

(2)
Computed, not measured: a structure of composition C12H30HgPSb, with the ωB97M-V functional and the def2-TZVPD basis.

E_LUMO (alpha / beta) in eV: -2.9 / -4.6
Energy relative to the best compared isomer or geometry (same formula, charge and spin) in kJ/mol: 9.76
2S+1: 2
Gap between HOMO and LUMO (alpha / beta) in eV: 7.18 / 7.00
Net charge: +1
HOMO level (alpha / beta) in Ha: -0.372 / -0.428
<S²>: 0.758

Last column: Mulliken charge in e.
Element x y z (Å)
Hg 0.609 -1.816 1.386  0.35
C 1.223 -1.203 5.043  -1.16
P 0.830 -0.124 3.627  0.48
C 2.224 1.050 3.649  -1.10
C -0.543 0.880 4.284  -1.12
H 1.399 -0.619 5.947  0.36
H 2.115 -1.792 4.828  0.36
H 0.402 -1.895 5.227  0.37
H 2.345 1.492 4.639  0.38
H 2.058 1.851 2.928  0.33
H 3.150 0.541 3.379  0.35
H -0.270 1.321 5.244  0.37
H -1.428 0.261 4.425  0.36
H -0.795 1.682 3.591  0.31
C -0.624 2.416 -0.256  -1.25
C -1.337 1.321 -1.044  0.24
C -1.652 1.778 -2.465  -1.31
Sb -0.214 -0.507 -0.947  0.62
C -1.398 -2.084 -1.798  0.37
C -2.514 -2.454 -0.824  -1.47
C -1.972 -1.841 -3.189  -1.34
C 1.588 -0.439 -2.105  0.30
C 2.673 0.315 -1.341  -1.37
C 1.445 0.101 -3.524  -1.24
H -1.253 3.307 -0.211  0.46
H 0.310 2.707 -0.741  0.30
H -0.395 2.116 0.769  0.17
H -2.261 1.046 -0.526  0.37
H -0.751 2.124 -2.972  0.26
H -2.342 2.623 -2.423  0.46
H -2.113 1.008 -3.079  0.22
H -0.667 -2.897 -1.845  0.28
H -3.233 -1.639 -0.716  0.34
H -2.149 -2.716 0.172  0.30
H -3.063 -3.318 -1.204  0.42
H -2.756 -1.084 -3.164  0.30
H -2.434 -2.758 -3.559  0.45
H -1.225 -1.536 -3.922  0.23
H 1.846 -1.502 -2.142  0.31
H 2.427 1.374 -1.242  0.26
H 3.618 0.251 -1.883  0.43
H 2.842 -0.086 -0.339  0.31
H 1.260 1.176 -3.514  0.27
H 0.649 -0.375 -4.093  0.21
H 2.377 -0.056 -4.070  0.45

---

(3)
Computed, not measured: a structure of composition C41H43AlF12NO2S3 in a non-equilibrium geometry, with the ωB97M-V functional and the def2-TZVPD basis.

E_LUMO in eV: 1.8
2S+1: 1
Gap between HOMO and LUMO in eV: 7.80
Net charge: -1
HOMO level in Ha: -0.219

Last column: Mulliken charge in e.
Element x y z (Å)
C -0.780 -0.388 -1.777  -0.46
C -1.105 -0.219 -3.245  -1.11
N -0.106 -0.745 -4.195  0.07
C 1.046 0.158 -4.292  -0.32
C 2.021 -0.233 -5.380  -1.37
C 0.143 -2.110 -4.027  0.02
S -1.040 -3.205 -4.293  -0.26
S 1.713 -2.668 -3.366  0.00
C 1.211 -3.461 -1.816  -0.31
C 2.432 -3.421 -0.883  -0.67
C 2.188 -2.630 0.414  -0.59
Al 3.808 -1.578 0.951  0.21
S 4.775 -2.769 2.756  0.88
O 5.352 -4.020 2.282  -0.71
O 3.916 -2.875 3.931  -0.65
C 6.330 -1.821 3.352  0.46
F 6.710 -0.990 2.340  -0.27
F 7.330 -2.698 3.597  -0.28
C 6.097 -0.969 4.613  0.61
F 4.894 -0.341 4.521  -0.20
F 6.102 -1.783 5.697  -0.29
C 7.177 0.130 4.846  0.56
F 6.872 1.263 4.159  -0.24
F 8.407 -0.300 4.455  -0.25
F 7.245 0.450 6.162  -0.26
H 0.168 0.059 -1.498  0.26
H -0.814 -1.431 -1.501  0.13
H -1.553 0.112 -1.207  0.26
H -1.197 0.841 -3.468  0.48
H -2.072 -0.660 -3.460  0.39
H 1.549 0.270 -3.331  0.26
H 0.623 1.130 -4.534  0.51
H 1.552 -0.876 -6.117  0.34
H 2.450 0.646 -5.845  0.40
H 2.840 -0.794 -4.955  0.31
H 0.364 -2.952 -1.383  0.13
H 0.907 -4.483 -2.018  0.44
H 2.760 -4.435 -0.679  0.33
H 3.255 -2.955 -1.423  0.09
H 1.897 -3.314 1.209  0.47
H 1.365 -1.933 0.266  0.20
H 3.532 -0.058 1.414  -0.32
H 4.925 -1.567 -0.208  -0.28
F -0.444 2.479 7.359  -0.33
C 0.415 1.434 7.272  0.49
C 1.425 1.476 6.335  -0.76
C 2.302 0.404 6.254  -0.08
C 2.153 -0.688 7.097  -0.66
C 1.125 -0.706 8.029  -0.30
C 0.245 0.364 8.126  -0.54
H 1.519 2.333 5.682  0.44
H 3.102 0.416 5.532  0.58
H 2.835 -1.523 7.018  0.44
H 1.002 -1.558 8.684  0.36
H -0.562 0.373 8.847  0.41
F -1.695 2.840 -1.698  -0.29
C -2.142 3.264 -0.496  0.34
C -1.333 3.092 0.609  -0.49
C -1.792 3.537 1.840  -0.38
C -3.036 4.145 1.949  -0.75
C -3.831 4.307 0.823  -0.02
C -3.386 3.859 -0.416  -0.60
H -0.368 2.614 0.502  0.51
H -1.171 3.411 2.716  0.47
H -3.385 4.495 2.911  0.43
H -4.797 4.781 0.907  0.36
H -3.982 3.981 -1.311  0.44
F -6.635 4.429 2.526  -0.37
C -7.632 4.251 1.633  0.34
C -7.986 5.312 0.824  -0.35
C -8.992 5.125 -0.111  -0.30
C -9.629 3.898 -0.219  -0.49
C -9.263 2.851 0.617  -0.47
C -8.252 3.020 1.552  -0.51
H -7.474 6.260 0.925  0.46
H -9.274 5.942 -0.761  0.38
H -10.410 3.757 -0.954  0.41
H -9.761 1.895 0.537  0.48
H -7.940 2.214 2.203  0.43
F -4.790 -2.597 -0.406  -0.32
C -5.667 -1.601 -0.617  0.41
C -6.888 -1.905 -1.184  -0.57
C -7.798 -0.878 -1.386  -0.41
C -7.473 0.424 -1.034  -0.64
C -6.235 0.704 -0.474  -0.31
C -5.321 -0.313 -0.254  -0.60
H -7.115 -2.927 -1.453  0.42
H -8.765 -1.099 -1.817  0.36
H -8.184 1.221 -1.195  0.61
H -5.981 1.719 -0.197  0.53
H -4.357 -0.119 0.194  0.51
F 4.268 -2.911 -5.699  -0.24
C 5.568 -2.753 -6.003  0.43
C 5.964 -2.840 -7.323  -0.56
C 7.307 -2.669 -7.623  -0.29
C 8.226 -2.422 -6.612  -0.57
C 7.799 -2.341 -5.293  -0.36
C 6.459 -2.504 -4.978  -0.46
H 5.229 -3.037 -8.091  0.41
H 7.636 -2.729 -8.652  0.35
H 9.273 -2.292 -6.852  0.36
H 8.512 -2.151 -4.503  0.37
H 6.101 -2.440 -3.958  0.55

---

(4)
Computed, not measured: a structure of composition C33H37NO2PPdSeSi in a non-equilibrium geometry, with the ωB97M-V functional and the def2-TZVPD basis.

E_LUMO (alpha / beta) in eV: -3.6 / -6.5
Energy relative to the best compared isomer or geometry (same formula, charge and spin) in kJ/mol: 155.33
2S+1: 5
Gap between HOMO and LUMO (alpha / beta) in eV: 4.33 / 4.35
Net charge: +1
HOMO level (alpha / beta) in Ha: -0.293 / -0.397
<S²>: 6.045

Last column: Mulliken charge in e.
Element x y z (Å)
Pd -14.530 -15.271 6.456  0.63
C -17.961 -15.596 4.655  -1.94
P -16.349 -14.777 4.691  1.69
C -16.689 -12.972 4.657  -1.37
C -15.547 -15.040 3.056  0.61
C -16.303 -15.490 1.960  -0.69
C -15.655 -15.639 0.730  -0.58
C -14.292 -15.314 0.554  -0.66
C -13.595 -14.825 1.667  -0.80
C -14.196 -14.736 2.891  0.23
H -17.756 -16.613 4.397  0.51
H -18.637 -15.171 3.941  0.58
H -18.465 -15.556 5.609  0.42
H -17.715 -12.840 4.293  0.58
H -15.996 -12.262 4.203  0.29
H -16.753 -12.681 5.705  0.38
H -17.363 -15.689 2.029  0.35
H -16.240 -15.930 -0.143  0.37
H -13.864 -15.311 -0.452  0.39
H -12.549 -14.550 1.565  0.47
H -13.591 -14.269 3.681  -0.14
C -11.180 -15.635 6.383  -1.00
Si -12.492 -15.447 7.670  0.84
C -11.902 -13.837 8.505  -1.39
C -12.353 -16.650 9.084  0.46
C -11.578 -17.831 9.024  0.03
C -11.510 -18.675 10.125  -0.70
C -12.190 -18.359 11.319  -0.46
C -12.951 -17.205 11.411  -0.83
C -12.935 -16.360 10.303  -0.29
H -10.254 -15.084 6.696  0.40
H -11.568 -15.046 5.550  0.20
H -10.983 -16.702 6.095  0.28
H -10.866 -13.939 8.812  0.50
H -12.396 -13.690 9.472  0.33
H -11.975 -12.835 8.035  0.26
H -11.072 -18.055 8.079  0.31
H -11.148 -19.677 9.992  0.39
H -12.096 -18.986 12.178  0.44
H -13.617 -17.015 12.231  0.45
H -13.357 -15.387 10.428  0.28
C -15.106 -21.413 10.009  -1.76
C -14.939 -20.474 8.812  0.45
C -14.080 -20.747 7.818  -0.72
C -13.846 -19.791 6.820  0.64
C -12.807 -20.063 5.758  -1.65
C -14.535 -18.572 6.823  1.02
Se -14.096 -17.313 5.359  0.05
C -15.647 -18.384 7.699  0.70
C -16.689 -17.323 7.496  -0.99
C -15.798 -19.342 8.672  -0.92
H -15.942 -22.085 9.920  0.38
H -15.332 -20.799 10.919  0.38
H -14.273 -22.060 10.248  0.41
H -13.476 -21.663 7.796  0.37
H -12.396 -21.102 5.861  0.40
H -11.950 -19.345 5.941  0.28
H -13.128 -19.971 4.666  0.31
H -16.291 -16.289 7.745  0.09
H -17.470 -17.476 8.248  0.44
H -17.089 -17.378 6.447  0.03
H -16.598 -19.250 9.425  0.36
O -11.967 -11.615 3.384  -0.40
C -12.646 -11.576 4.405  0.13
N -13.122 -12.745 5.059  0.35
C -13.975 -12.347 6.011  -0.22
O -14.700 -13.093 6.761  -1.23
C -13.917 -10.864 6.176  0.73
C -14.464 -10.037 7.146  -0.21
C -13.935 -8.735 7.268  -0.71
C -13.001 -8.295 6.306  -0.45
C -12.591 -9.090 5.255  -0.68
C -13.093 -10.385 5.152  0.26
H -15.285 -10.542 7.771  0.25
H -14.261 -8.002 7.994  0.40
H -12.623 -7.279 6.497  0.36
H -11.904 -8.754 4.474  0.39

---

(5)
Computed, not measured: an isolated molecule of C7H11PSi in a non-equilibrium geometry, with the ωB97M-V functional and the def2-TZVPD basis.

E_LUMO in eV: 0.9
SMILES string: C[Si@H](P)c1ccccc1
Energy relative to the best compared isomer or geometry (same formula, charge and spin) in kJ/mol: 105.58
2S+1: 1
Gap between HOMO and LUMO in eV: 10.01
Net charge: 0
HOMO level in Ha: -0.335

Last column: Mulliken charge in e.
Element x y z (Å)
C -1.877 -1.772 0.934  -1.33
Si -0.178 -1.025 1.313  0.31
P -0.377 0.458 3.064  -0.22
C 0.368 -0.008 -0.167  0.42
C 0.128 1.374 -0.252  -0.11
C 0.569 2.152 -1.351  -0.59
C 1.058 1.601 -2.498  -0.33
C 1.112 0.175 -2.515  -0.44
C 0.870 -0.529 -1.362  -0.35
H -2.501 -0.970 0.667  0.36
H -2.062 -2.561 0.278  0.44
H -2.397 -2.155 1.738  0.45
H 0.746 -1.900 1.936  -0.13
H 0.926 0.682 2.960  0.06
H -0.406 -0.602 4.085  0.08
H -0.134 1.707 0.744  0.23
H 0.297 3.214 -1.338  0.29
H 1.456 2.171 -3.316  0.40
H 1.519 -0.337 -3.427  0.29
H 0.882 -1.676 -1.494  0.17

---

(6)
Computed, not measured: a structure of composition C47H55IrN12O2PS, with the ωB97M-V functional and the def2-TZVPD basis.

E_LUMO (alpha / beta) in eV: -5.2 / -5.8
Energy relative to the best compared isomer or geometry (same formula, charge and spin) in kJ/mol: 0.00
2S+1: 2
Gap between HOMO and LUMO (alpha / beta) in eV: 6.37 / 6.38
Net charge: +2
HOMO level (alpha / beta) in Ha: -0.427 / -0.448
<S²>: 0.763

Last column: Mulliken charge in e.
Element x y z (Å)
Ir -0.733 -0.295 2.086  3.75
N -2.492 0.578 1.262  -0.42
C -2.905 -0.066 -0.021  0.91
C -4.379 -0.455 -0.030  -1.23
C -5.413 0.656 -0.223  -0.57
C -5.651 1.619 0.945  -0.68
N -4.778 2.800 0.941  0.06
C -4.988 3.852 0.151  0.86
N -4.168 4.897 0.207  -0.28
N -6.000 3.857 -0.716  -0.34
C -2.047 -1.314 -0.371  -0.41
O -2.291 -1.887 -1.412  -0.77
O -1.118 -1.640 0.470  -0.89
H -3.226 0.483 1.963  -0.46
H -2.347 1.575 1.119  0.06
H -2.713 0.649 -0.826  0.52
H -4.599 -1.009 0.890  0.06
H -4.505 -1.169 -0.843  0.64
H -6.364 0.161 -0.430  0.43
H -5.171 1.232 -1.122  0.53
H -5.515 1.127 1.907  -0.59
H -6.686 1.971 0.947  0.74
H -4.078 2.903 1.663  0.01
H -3.378 4.896 0.840  0.01
H -4.335 5.718 -0.349  0.21
H -6.662 3.102 -0.757  0.19
H -6.183 4.663 -1.289  0.21
C 2.713 3.726 0.304  -1.55
C 1.896 3.157 -0.826  0.61
C 2.177 3.558 -2.131  -0.83
C 1.518 3.009 -3.220  -0.84
C 0.559 2.024 -3.026  -0.91
C 0.261 1.617 -1.737  -0.73
C 0.898 2.190 -0.630  1.66
P 0.442 1.564 1.012  0.12
C 3.653 -0.625 -0.351  0.92
C 3.903 0.057 0.838  -0.02
C 5.184 0.500 1.122  -1.04
C 6.207 0.286 0.209  -0.86
C 5.955 -0.373 -0.986  -0.99
C 4.680 -0.836 -1.278  0.11
C 3.455 -0.719 -3.546  -1.44
C -0.408 2.890 1.866  0.31
C -0.706 4.170 1.397  -0.19
C -1.549 4.994 2.135  -1.22
C -2.145 4.517 3.301  -0.55
C -1.843 3.247 3.784  -0.93
C -0.919 2.445 3.118  -0.44
C -0.417 1.133 3.613  -1.38
H 2.980 4.763 0.104  0.52
H 3.645 3.166 0.409  0.29
H 2.197 3.686 1.262  0.18
H 2.938 4.312 -2.293  0.49
H 1.762 3.343 -4.220  0.43
H 0.049 1.578 -3.870  0.53
H -0.472 0.835 -1.586  0.34
H 3.098 0.204 1.547  0.23
H 5.385 1.011 2.054  0.53
H 7.206 0.642 0.422  0.43
H 6.754 -0.514 -1.704  0.53
H 3.679 -0.956 -4.585  0.39
H 3.595 0.353 -3.403  0.36
H 2.407 -0.952 -3.362  0.40
H -0.276 4.517 0.465  0.38
H -1.725 6.017 1.819  0.72
H -2.812 5.160 3.865  0.43
H -2.268 2.903 4.721  0.51
H -0.827 0.875 4.587  0.46
H 0.665 1.240 3.755  0.79
N 0.113 -3.660 1.956  -0.19
C 0.922 -3.089 2.834  0.95
N 1.663 -3.860 3.643  -0.46
S 1.110 -1.391 3.000  -0.75
H -0.081 -4.647 2.021  0.24
H -0.463 -3.075 1.337  0.04
H 1.732 -4.855 3.519  0.19
H 2.232 -3.425 4.349  0.22
C 2.615 -4.601 -1.249  -1.99
C 2.941 -3.190 -1.624  1.32
N 2.069 -2.268 -1.173  -0.04
C 2.320 -1.124 -0.653  -0.46
C 4.402 -1.483 -2.612  -0.07
N 3.963 -2.894 -2.388  0.39
C 4.719 -3.900 -3.161  -1.60
N 4.612 -3.629 -4.552  0.85
N 5.661 -3.026 -5.192  -0.53
N 5.343 -2.801 -6.398  -0.55
C 4.049 -3.243 -6.609  0.24
C 3.258 -3.208 -7.760  -0.82
C 1.981 -3.707 -7.653  -0.53
C 1.493 -4.228 -6.437  -0.67
C 2.264 -4.273 -5.297  -0.74
C 3.562 -3.772 -5.416  1.59
H 1.701 -4.592 -0.663  0.25
H 3.431 -5.023 -0.659  0.41
H 2.463 -5.238 -2.120  0.45
H 1.454 -0.520 -0.403  0.25
H 5.362 -1.584 -3.119  1.00
H 4.371 -4.899 -2.919  0.70
H 5.773 -3.812 -2.901  0.22
H 3.645 -2.807 -8.686  0.45
H 1.331 -3.705 -8.517  0.40
H 0.481 -4.608 -6.403  0.42
H 1.874 -4.682 -4.374  0.26
C -2.032 -1.508 3.217  -1.07
C -2.920 -0.782 4.168  -0.50
C -2.504 -0.468 5.466  -0.32
C -3.297 0.271 6.323  -0.91
C -4.552 0.714 5.904  0.38
C -5.022 0.351 4.647  -1.18
C -4.214 -0.398 3.805  -0.26
C -5.365 1.534 6.760  -0.14
N -6.006 2.220 7.421  -0.49
H -2.648 -2.069 2.504  0.39
H -1.438 -2.241 3.767  0.87
H -1.532 -0.809 5.804  0.51
H -2.952 0.511 7.320  0.51
H -6.026 0.630 4.353  0.57
H -4.626 -0.756 2.867  0.85

---

no.,E (eV)
1,-7254.401
2,-32925.091
3,-120513.191
4,-126388.614
5,-24602.506
6,-94560.547